No. 1
{
  "formula": "C18H19MnN2O15P",
  "method": "ωB97M-V with the def2-TZVPD basis set",
  "lumo_ev": [4.49, 4.48],
  "homo_lumo_gap_ev": [6.9, 6.3],
  "total_charge": -2,
  "de_lowest_kcal_mol": 9.7,
  "energy_ha": -3427.850851,
  "e_homo_ev": [-2.371, -1.827],
  "spin_multiplicity": 2,
  "elements": ["Mn", "P", "O", "O", "O", "O", "O", "O", "O", "O", "O", "O", "O", "O", "O", "O", "O", "N", "N", "C", "C", "C", "C", "C", "C", "C", "C", "C", "C", "C", "C", "C", "C", "C", "C", "C", "C", "H", "H", "H", "H", "H", "H", "H", "H", "H", "H", "H", "H", "H", "H", "H", "H", "H", "H", "H"],
  "positions_angstrom": [[0.8796, 0.5384, -0.2153], [0.8052, -2.0866, -0.5930], [1.0520, -3.3273, 0.4870], [4.8260, 0.8226, 0.9423], [-1.1719, 0.7176, -0.1655], [-5.0149, 1.3758, 0.6942], [-0.0525, 0.1539, -4.2459], [-6.1149, 1.0010, -3.8962], [-4.5689, 0.7597, -5.3721], [2.1002, 4.3137, 0.6424], [1.0210, 2.5360, -0.2030], [-0.6659, -2.5566, -1.0702], [0.7455, 0.1762, -2.1790], [2.9019, 0.3553, -0.0916], [0.6817, 0.4063, 1.8265], [1.6675, -2.6616, -1.8180], [-3.2969, 0.2964, 1.3998], [-3.9266, 0.8294, 0.5076], [-4.9355, 0.8514, -4.2088], [-1.7175, -2.4075, -0.1106], [1.6626, 3.1647, 0.7070], [-0.1963, 0.2961, -3.0297], [3.5933, 0.8108, 0.8794], [-3.9432, 0.7887, -3.1634], [0.4014, 1.3928, 3.8928], [1.8916, 0.0935, 2.5514], [1.7949, 2.4273, 2.0566], [2.5942, -1.8228, -2.5486], [2.3894, -3.5610, 0.8951], [-2.5867, 0.6057, -3.4779], [-1.6186, 0.5432, -2.5163], [0.4771, 1.7232, 2.4029], [-4.3522, 0.8848, -1.8495], [2.8210, 1.2398, 2.1353], [-1.9791, 0.6772, -1.1175], [1.4434, 0.2493, 4.0081], [-3.4088, 0.7960, -0.8549], [2.2854, 0.4985, 4.6541], [2.1019, -1.4263, -3.4322], [2.7564, -2.7791, 1.5628], [-2.6462, -2.3004, -0.6684], [2.0488, 3.1775, 2.8036], [3.5686, 1.4388, 2.9004], [2.9459, -0.9938, -1.9386], [0.9866, -0.6704, 4.3768], [3.0625, -3.6244, 0.0359], [2.4088, -4.5114, 1.4275], [0.6368, 2.2582, 4.5124], [-1.5767, -1.5178, 0.5105], [-2.2648, 0.5039, -4.5042], [-0.5992, 1.0422, 4.1480], [-1.7636, -3.2952, 0.5221], [3.4282, -2.4695, -2.8245], [-0.4100, 2.1533, 1.9513], [2.2242, -0.8937, 2.2574], [-5.3927, 1.0065, -1.5962]],
  "forces_ev_per_a": [[-0.3, -1.1, -0.3], [0.0, 0.4, 0.1], [0.1, 0.1, -0.1], [-0.1, 0.0, 0.0], [0.7, -0.1, 0.0], [0.1, 0.0, 0.0], [0.0, 0.1, 0.1], [0.0, 0.0, 0.0], [0.0, 0.0, 0.0], [0.0, 0.0, -0.1], [0.2, 0.1, 0.1], [0.0, 0.0, 0.0], [-0.1, 0.6, -0.1], [-0.2, 0.1, 0.0], [0.0, 0.2, 0.2], [0.0, 0.1, 0.0], [0.0, -0.1, 0.1], [-0.1, 0.1, -0.2], [0.1, 0.0, 0.1], [0.1, 0.1, 0.0], [-0.1, 0.0, -0.1], [0.0, -0.2, 0.1], [0.3, -0.1, -0.1], [-0.1, 0.0, -0.1], [0.0, 0.0, 0.0], [-0.1, 0.1, 0.1], [0.1, 0.0, -0.1], [0.0, -0.1, 0.0], [0.0, 0.0, 0.0], [-0.1, 0.0, -0.1], [-0.1, 0.1, 0.0], [0.0, -0.1, 0.1], [0.0, 0.0, 0.0], [-0.1, 0.1, 0.2], [-0.3, 0.1, 0.0], [0.0, 0.0, 0.0], [0.1, 0.0, 0.0], [0.0, 0.0, 0.0], [0.0, 0.0, 0.0], [0.0, 0.1, 0.0], [0.0, 0.0, 0.0], [0.0, 0.0, 0.0], [0.0, 0.0, 0.0], [0.0, 0.0, 0.0], [0.0, 0.0, 0.0], [0.0, 0.0, 0.0], [0.0, 0.0, 0.0], [0.0, 0.0, 0.0], [0.0, -0.1, 0.0], [0.0, 0.0, 0.0], [0.0, 0.0, 0.0], [0.0, 0.0, 0.0], [0.0, 0.0, 0.0], [0.0, 0.0, 0.0], [0.0, -0.1, 0.0], [0.0, 0.0, 0.0]],
  "nbo_charge": [1.0153, 1.7898, -0.8329, -0.7098, -0.6931, -0.4500, -0.7072, -0.4505, -0.4240, -0.7032, -0.7675, -0.8216, -0.7782, -0.7754, -0.5272, -0.8379, -0.3836, 0.5356, 0.5336, -0.2706, 0.7883, 0.7986, 0.7969, -0.1107, -0.4234, 0.0984, -0.3481, -0.2534, -0.2516, -0.0553, -0.2996, 0.0778, -0.1213, -0.3466, 0.5331, -0.4272, -0.1269, 0.2027, 0.2133, 0.1680, 0.1877, 0.2182, 0.2192, 0.2301, 0.2054, 0.1854, 0.1722, 0.2029, 0.2161, 0.2614, 0.2138, 0.1684, 0.1521, 0.2420, 0.2128, 0.2576]
}

=====

No. 2
{
  "formula": "C18H19MnN2O15P",
  "method": "ωB97M-V with the def2-TZVPD basis set",
  "lumo_ev": [4.21, 4.21],
  "homo_lumo_gap_ev": [6.5, 6.0],
  "total_charge": -2,
  "de_lowest_kcal_mol": 11.1,
  "energy_ha": -3427.848769,
  "e_homo_ev": [-2.287, -1.770],
  "spin_multiplicity": 2,
  "elements": ["Mn", "P", "O", "O", "O", "O", "O", "O", "O", "O", "O", "O", "O", "O", "O", "O", "O", "N", "N", "C", "C", "C", "C", "C", "C", "C", "C", "C", "C", "C", "C", "C", "C", "C", "C", "C", "C", "H", "H", "H", "H", "H", "H", "H", "H", "H", "H", "H", "H", "H", "H", "H", "H", "H", "H", "H"],
  "positions_angstrom": [[-0.0095, -0.5486, -0.3218], [0.2659, 0.6124, -2.5488], [0.0942, -2.1328, -1.3587], [1.6006, 0.2077, -3.3811], [-0.8825, 2.9061, 1.6887], [-2.0958, -0.3443, -0.5735], [-0.8769, -1.4349, 1.8444], [3.7647, -2.2190, 3.8468], [1.6843, -1.0352, 0.4574], [4.9050, -6.1726, 1.7512], [-0.1044, 1.1532, 0.5570], [3.9787, -6.7677, -0.0838], [0.3185, 2.2123, -2.7972], [-3.9725, 0.7876, -0.1402], [-0.8407, 0.2630, -3.6687], [1.0847, -3.7158, -2.5469], [2.9567, -0.5407, 2.8170], [4.1480, -5.9538, 0.8121], [3.2173, -1.7216, 2.8597], [-2.2962, -1.5079, 1.9787], [-2.4690, -1.8446, 3.4725], [-0.5933, 3.0224, -2.0443], [0.9996, -3.0177, -1.5373], [-1.5761, 0.7277, 2.3903], [-2.7470, -0.0598, 1.7207], [1.9574, -3.2194, -0.3969], [2.1603, -2.1963, 0.6007], [2.6036, -4.4214, -0.3204], [3.4483, -4.7177, 0.7589], [3.6055, -3.8075, 1.7877], [-0.8058, 1.6955, 1.4761], [-0.6617, -0.4265, 2.8447], [-1.4625, -1.0319, -3.6705], [-2.9562, 0.1792, 0.2059], [2.7975, -0.0793, -2.6736], [-1.2711, -1.0843, 4.0933], [2.9933, -2.5684, 1.7334], [-2.1564, -1.0322, -4.5118], [-0.5674, 2.7680, -0.9823], [3.3785, 0.8342, -2.5210], [-1.5706, -0.3397, 4.8306], [-0.2785, 4.0558, -2.1846], [-2.7024, -2.2408, 1.2859], [4.2253, -4.0554, 2.6339], [2.4579, -5.1472, -1.1074], [3.3659, -0.7875, -3.2750], [2.5852, -0.5231, -1.6971], [-1.6143, 2.8959, -2.4123], [-3.4349, -1.5096, 3.8519], [0.3899, -0.1846, 2.9060], [-2.0030, -1.1923, -2.7386], [-0.7237, -1.8241, -3.7919], [-0.5532, -1.7671, 4.5493], [-2.3909, -2.9210, 3.6346], [-3.6987, 0.1642, 2.2004], [-1.9279, 1.3167, 3.2360]],
  "forces_ev_per_a": [[-1.7, 0.9, 0.0], [-0.1, -0.4, 0.2], [-0.1, -1.0, -0.7], [-0.1, 0.0, -0.2], [0.0, 0.0, 0.0], [0.3, 0.0, -0.4], [0.4, 0.0, -0.3], [-0.1, -0.2, 0.2], [0.9, -0.4, 0.8], [0.1, 0.1, 0.2], [0.3, 0.9, 0.5], [-0.1, -0.1, -0.3], [0.1, -0.1, 0.2], [0.0, 0.0, 0.0], [0.0, 0.0, 0.1], [0.2, -0.2, 0.1], [-0.5, 0.4, -0.3], [0.2, -0.5, 0.1], [0.9, 0.3, 0.6], [-0.4, 0.0, 0.1], [0.1, -0.1, -0.1], [-0.2, 0.0, 0.2], [-0.5, 0.4, -0.3], [0.2, 0.1, -0.2], [0.1, -0.1, -0.3], [0.3, -0.5, 0.2], [0.1, 0.7, 0.0], [0.0, 0.1, -0.1], [-0.3, 0.6, 0.2], [0.1, -0.1, 0.0], [-0.1, -0.1, 0.0], [-0.3, 0.0, 0.3], [-0.1, -0.1, 0.0], [0.0, -0.1, 0.1], [0.0, 0.0, 0.2], [0.1, 0.0, -0.1], [-0.4, -0.8, -0.8], [0.0, 0.0, 0.0], [0.1, 0.0, -0.1], [0.0, 0.0, 0.0], [0.0, 0.0, 0.0], [0.0, 0.0, 0.0], [0.1, 0.0, 0.0], [0.0, 0.0, 0.0], [0.0, 0.1, -0.1], [0.0, 0.0, 0.0], [0.0, 0.0, 0.0], [0.0, 0.0, -0.1], [0.0, 0.0, 0.0], [0.2, 0.0, -0.1], [0.0, 0.0, 0.0], [0.0, 0.0, 0.0], [0.0, 0.0, 0.0], [0.0, 0.0, 0.0], [0.0, 0.0, 0.1], [0.0, 0.0, 0.0]],
  "nbo_charge": [1.0300, 1.8043, -0.7649, -0.8189, -0.7059, -0.8042, -0.5438, -0.4635, -0.6780, -0.4440, -0.7867, -0.4284, -0.8217, -0.7120, -0.8257, -0.6982, -0.3675, 0.5317, 0.5280, 0.0962, -0.4313, -0.2718, 0.7802, -0.3408, -0.3549, -0.2682, 0.5211, -0.1002, -0.0978, -0.1027, 0.8091, 0.0668, -0.2640, 0.8087, -0.2526, -0.4130, -0.1298, 0.1593, 0.2330, 0.1643, 0.1984, 0.1675, 0.2139, 0.2635, 0.2596, 0.1800, 0.1998, 0.1774, 0.1981, 0.2343, 0.2259, 0.1998, 0.2061, 0.2016, 0.2159, 0.2156]
}

=====

No. 3
{
  "formula": "C18H19N",
  "method": "ωB97M-V with the def2-TZVPD basis set",
  "lumo_ev": 0.77,
  "homo_lumo_gap_ev": 8.4,
  "total_charge": 0,
  "de_lowest_kcal_mol": 67.8,
  "smiles": "CN(C)[C@@H](c1ccccc1)[C@@H]1C=Cc2ccccc21",
  "energy_ha": -751.963699,
  "e_homo_ev": -7.667,
  "elements": ["N", "C", "C", "C", "C", "C", "C", "C", "C", "C", "C", "C", "C", "C", "C", "C", "C", "C", "C", "H", "H", "H", "H", "H", "H", "H", "H", "H", "H", "H", "H", "H", "H", "H", "H", "H", "H", "H"],
  "positions_angstrom": [[-1.8633, -1.1153, 1.2711], [0.4788, 1.0143, -2.5910], [2.2155, -2.3757, 1.2067], [0.1579, -0.4103, -2.7906], [0.5051, -0.7249, 0.9580], [-0.6823, -0.8344, -1.8056], [0.9478, -2.0433, 0.7417], [2.5727, -0.0934, 1.9408], [-0.9022, -0.2467, 0.7586], [3.0149, -1.3957, 1.8425], [1.3442, 0.2653, 1.4218], [-1.5524, -2.1561, 2.2483], [-1.0389, 0.2698, -0.9143], [-0.2221, 2.7597, -1.0202], [1.1899, 1.9518, -3.3442], [-3.2641, -0.6033, 1.2753], [1.2175, 3.3000, -2.9410], [-0.2534, 1.4310, -1.4258], [0.5335, 3.7023, -1.7782], [-3.3403, 0.3264, 1.8619], [1.7260, 1.6453, -4.2620], [3.1876, 0.6696, 2.4855], [-0.6974, 3.0604, -0.0846], [-3.5975, -0.4783, 0.2478], [-2.4886, -2.4363, 2.7734], [-0.9448, 0.9074, 1.2238], [-3.9336, -1.3719, 1.7168], [0.3253, -2.7791, 0.1803], [-2.1306, 0.5039, -0.6283], [3.9287, -1.7065, 2.3628], [-0.7982, -1.8390, 2.9743], [0.5829, -0.9887, -3.6204], [1.8239, 4.0428, -3.5093], [2.5643, -3.3941, 1.1267], [1.0421, 1.3431, 1.4119], [-1.0758, -1.8559, -1.6442], [0.6209, 4.7346, -1.4311], [-1.1941, -3.0787, 1.7607]],
  "forces_ev_per_a": [[-2.2, -0.3, -0.6], [-1.1, 0.5, 0.7], [0.1, 0.7, 0.2], [0.1, -0.3, 0.3], [-0.8, 0.3, -0.3], [-0.2, -0.6, -1.3], [0.1, 0.2, -0.3], [1.2, 0.9, 0.5], [1.8, 3.6, -0.8], [-0.2, -1.2, 0.4], [0.5, 0.7, 0.4], [-0.3, -0.3, -0.1], [-2.0, -0.6, 3.3], [0.8, 0.4, -0.4], [0.2, -0.1, -0.3], [0.9, -1.0, 0.4], [0.1, 0.1, 0.3], [0.5, 0.3, -0.4], [-0.1, -0.8, 0.1], [-0.1, -0.1, -0.3], [-0.4, 0.2, 0.6], [-0.5, -0.8, -0.7], [-0.1, 0.1, -0.4], [-0.1, 0.3, 0.0], [0.6, 0.3, -0.2], [-0.2, -2.7, -0.6], [0.5, 0.5, -0.2], [0.5, 0.7, 0.8], [1.3, -0.2, -1.9], [-0.3, 0.2, -0.5], [-0.1, -0.1, 0.1], [-0.2, 0.1, 0.6], [-0.6, -0.7, 0.5], [0.1, -0.1, -0.1], [0.1, -1.3, 0.3], [0.3, 0.8, -0.3], [-0.1, -0.3, -0.1], [0.0, 0.3, 0.2]],
  "nbo_charge": [-0.4912, 0.0277, -0.2083, -0.2418, -0.0754, -0.1747, -0.2161, -0.2279, 0.0528, -0.2271, -0.1426, -0.3935, -0.3086, -0.2037, -0.2387, -0.4041, -0.2156, -0.0476, -0.2222, 0.1840, 0.2132, 0.2145, 0.2097, 0.1994, 0.2031, 0.1493, 0.2079, 0.2226, 0.2565, 0.2139, 0.1985, 0.2183, 0.2163, 0.2125, 0.2140, 0.2194, 0.2128, 0.1928]
}